Here is a molecular structure, C17H43AsF6Mg2N3O16 at a distorted geometry from OMol25. Energies are from ωB97M-V/def2-TZVPD.

XYZ file:
```
88
C17H43AsF6Mg2N3O16 (ωB97M-V/def2-TZVPD)
Mg -0.711 -1.461 -2.600
Mg 0.059 0.644 2.692
N -1.427 -3.365 -0.099
O -0.367 -3.399 0.546
O -2.395 -4.065 0.192
O -1.512 -2.565 -1.099
N 0.658 0.468 -0.315
O 0.100 0.367 0.793
O 0.208 -0.222 -1.251
O 1.586 1.251 -0.526
As -3.444 -0.199 2.555
F -5.130 -0.428 2.290
F -3.583 0.009 4.271
F -1.668 0.072 2.710
F -3.096 -0.463 0.845
F -3.585 1.533 2.320
F -3.167 -1.887 2.807
C 3.857 2.986 -2.027
N 5.276 3.058 -2.462
O 6.131 3.006 -1.618
O 5.457 3.295 -3.631
H 3.285 3.657 -2.652
H 3.771 3.170 -0.959
H 3.548 1.940 -2.047
C -1.200 -3.707 -4.751
O -1.487 -2.539 -3.990
C -2.741 -1.975 -4.319
C -3.396 -1.024 -3.297
O -2.396 -0.362 -2.545
C -2.987 0.409 -1.512
H -0.245 -4.149 -4.479
H -1.248 -3.434 -5.804
H -1.907 -4.511 -4.531
H -3.438 -2.772 -4.589
H -2.702 -1.393 -5.253
H -3.901 -1.735 -2.630
H -4.153 -0.392 -3.758
H -3.640 1.207 -1.877
H -2.248 0.896 -0.880
H -3.533 -0.255 -0.838
C -0.573 0.722 -4.852
O -0.035 -0.283 -3.998
C 1.374 -0.351 -4.244
C 2.011 -1.387 -3.355
O 1.056 -2.361 -2.900
C 1.700 -3.364 -2.131
H -1.648 0.788 -4.684
H -0.516 0.466 -5.911
H -0.155 1.704 -4.634
H 1.772 0.639 -3.984
H 1.691 -0.440 -5.287
H 2.436 -0.899 -2.475
H 2.802 -1.905 -3.900
H 0.978 -4.048 -1.692
H 2.302 -2.958 -1.316
H 2.365 -3.969 -2.754
C -0.571 0.321 5.732
O -0.391 1.162 4.597
C -0.681 2.517 4.835
C -0.500 3.422 3.563
O -0.560 2.560 2.439
C -1.047 3.264 1.272
H -0.585 -0.722 5.440
H -1.468 0.516 6.322
H 0.251 0.541 6.422
H -0.143 2.947 5.683
H -1.749 2.620 5.064
H 0.487 3.843 3.804
H -1.160 4.284 3.554
H -1.234 2.561 0.471
H -0.181 3.858 0.952
H -1.837 3.972 1.500
C 2.717 2.323 2.175
O 1.951 1.303 2.838
C 2.681 0.511 3.824
C 2.286 -0.906 3.493
O 0.865 -0.980 3.271
C 0.328 -2.290 3.380
H 2.058 2.849 1.494
H 3.548 1.840 1.666
H 3.035 3.042 2.934
H 2.199 0.814 4.755
H 3.749 0.686 3.747
H 2.532 -1.543 4.348
H 2.767 -1.289 2.592
H 0.627 -2.958 2.570
H -0.762 -2.317 3.373
H 0.600 -2.768 4.326
```

As for the total charge: +1. Its total energy is -5276.498629 Eh. The value obtained for the orbital gap is 8.9 eV. The calculation puts the HOMO energy at -11.021 eV.


Here is a molecular structure, C17H43HgN3O6 at a distorted geometry from OMol25. Energies are from ωB97M-V/def2-TZVPD.

XYZ file:
```
70
C17H43HgN3O6 (ωB97M-V/def2-TZVPD)
Hg 0.104 -0.074 -0.134
C 2.031 -1.946 -3.499
C 1.390 -1.248 -2.303
O 0.725 -0.183 -2.468
O 1.451 -1.840 -1.202
H 1.826 -1.427 -4.436
H 1.617 -2.949 -3.574
H 3.114 -1.996 -3.396
C -3.746 1.329 1.199
C -3.171 1.156 -0.201
C -3.785 2.185 -1.158
O -1.788 1.232 -0.187
H -3.412 2.282 1.634
H -3.416 0.586 1.928
H -4.836 1.427 1.149
H -3.497 0.150 -0.532
H -3.561 3.184 -0.776
H -4.877 2.123 -1.185
H -3.401 2.002 -2.159
C 1.126 3.145 -1.631
C 1.888 2.936 -0.319
C 2.172 4.253 0.413
O 2.933 4.056 1.571
C 4.314 3.850 1.388
N 1.030 2.073 0.553
H 1.613 3.893 -2.262
H 0.101 3.489 -1.467
H 1.051 2.185 -2.143
H 2.814 2.413 -0.567
H 1.195 4.632 0.726
H 2.589 5.001 -0.273
H 4.764 3.681 2.365
H 4.778 4.746 0.969
H 4.507 2.955 0.791
H 1.473 2.218 1.465
H 0.104 2.509 0.594
C -0.731 -4.124 -0.354
C -1.566 -3.038 -0.985
C -2.962 -3.511 -1.361
O -3.784 -2.485 -1.857
C -3.314 -1.863 -3.043
N -1.569 -1.816 -0.161
H 0.196 -3.793 0.110
H -0.467 -4.936 -1.035
H -1.254 -4.628 0.474
H -1.100 -2.749 -1.933
H -3.464 -3.922 -0.477
H -2.918 -4.353 -2.065
H -4.060 -1.139 -3.346
H -3.165 -2.612 -3.832
H -2.337 -1.393 -2.891
H -2.211 -1.169 -0.631
H -2.037 -2.007 0.725
C 0.495 -2.420 3.030
C 0.658 -0.911 3.206
C 2.020 -0.431 2.761
O 2.243 -0.596 1.373
C 3.568 -0.199 1.092
N -0.373 -0.229 2.381
H 1.400 -2.966 3.309
H 0.300 -2.688 1.992
H -0.309 -2.854 3.628
H 0.527 -0.700 4.271
H 2.783 -0.899 3.394
H 2.104 0.646 2.982
H 4.254 -0.675 1.800
H 3.720 0.882 1.211
H 3.867 -0.470 0.082
H -0.465 0.706 2.774
H -1.270 -0.686 2.505
```

Its total energy is -1442.592087 Eh. The value obtained for the orbital gap is 8.0 eV. The calculation puts the HOMO energy at -7.516 eV.


Here is a molecular structure, C17H43N2O5Y at a distorted geometry from OMol25. Energies are from ωB97M-V/def2-TZVPD.

XYZ file:
```
68
C17H43N2O5Y (ωB97M-V/def2-TZVPD)
Y 0.420 -0.357 0.137
C 0.648 2.145 -2.922
C 1.922 1.830 -2.118
C 2.836 3.051 -2.035
O 1.680 1.252 -0.898
H -0.016 1.279 -2.842
H 0.832 2.233 -3.995
H 0.157 3.043 -2.535
H 2.457 1.157 -2.836
H 2.412 3.749 -1.308
H 2.841 3.569 -3.006
H 3.902 2.840 -1.929
C -2.927 -2.121 -1.889
C -2.209 -0.852 -2.360
C -3.265 0.266 -2.516
O -1.204 -0.497 -1.491
H -2.305 -3.001 -2.093
H -3.858 -2.305 -2.434
H -3.140 -2.101 -0.820
H -1.798 -1.048 -3.365
H -4.042 0.174 -1.753
H -3.701 0.191 -3.513
H -2.806 1.247 -2.376
C -0.841 -3.995 2.130
C -1.483 -2.601 2.100
C -2.231 -2.342 3.390
O -0.540 -1.652 1.775
H -1.512 -4.786 2.486
H 0.008 -4.015 2.823
H -0.503 -4.305 1.140
H -2.239 -2.674 1.295
H -3.029 -3.090 3.493
H -2.753 -1.382 3.381
H -1.661 -2.462 4.316
C -2.677 1.410 0.881
C -1.436 2.239 0.612
C -1.597 3.674 1.055
O -0.424 4.379 0.699
C 0.072 5.260 1.688
N -0.296 1.626 1.411
H -2.936 1.391 1.945
H -2.595 0.366 0.581
H -3.513 1.843 0.325
H -1.137 2.167 -0.436
H -1.783 3.711 2.138
H -2.457 4.148 0.569
H -0.621 6.068 1.933
H 1.014 5.656 1.315
H 0.305 4.687 2.598
H 0.391 2.390 1.328
H -0.545 1.767 2.393
C 4.779 -1.508 0.916
C 3.385 -1.289 0.353
C 2.761 -2.566 -0.218
O 1.454 -2.288 -0.725
C 0.866 -3.391 -1.372
N 2.508 -0.588 1.332
H 5.410 -1.995 0.167
H 4.695 -2.195 1.764
H 5.293 -0.593 1.201
H 3.459 -0.659 -0.540
H 2.673 -3.317 0.577
H 3.382 -2.938 -1.034
H -0.186 -3.189 -1.569
H 0.826 -4.265 -0.710
H 1.351 -3.664 -2.311
H 2.551 -1.081 2.222
H 2.975 0.306 1.476
```

The calculation puts the energy relative to the best compared isomer or geometry (same formula, charge and spin) at 42.06 kJ/mol. Its total energy is -1197.665727 Eh. The value obtained for the orbital gap is 8.2 eV. The calculation puts the HOMO energy at -7.939 eV.


Here is a molecular structure, C17H44AlFO4P3 at a distorted geometry from OMol25. Energies are from ωB97M-V/def2-TZVPD.

XYZ file:
```
70
C17H44AlFO4P3 (ωB97M-V/def2-TZVPD)
C 2.602 -6.232 -0.162
C 1.642 -5.053 0.133
P 0.901 -4.409 -1.451
C 1.983 -2.941 -1.881
Al -1.273 -3.586 -1.143
O -1.921 -3.313 -2.811
P -2.504 -5.257 -0.011
P -4.223 -5.636 -1.263
O -5.295 -4.663 -1.120
O -3.693 -5.760 -2.742
O -4.731 -7.135 -0.998
C -1.431 -1.837 -0.134
C -0.804 -0.634 -0.806
F -2.836 -1.537 -0.032
H 2.522 -7.014 0.588
H 2.385 -6.671 -1.126
H 3.634 -5.902 -0.182
H 0.889 -5.400 0.827
H 2.258 -4.296 0.606
H 1.459 -2.345 -2.616
H 2.089 -2.329 -0.992
H 2.943 -3.256 -2.268
H -1.582 -4.056 -3.337
H -3.050 -4.637 1.134
H -3.924 -4.923 -3.183
H -4.875 -7.245 -0.046
H -1.097 -1.914 0.899
H -1.476 -0.168 -1.514
H 0.113 -0.840 -1.350
H -0.616 0.114 -0.034
C 3.771 -0.926 1.128
C 2.639 0.082 0.950
C 3.056 1.335 0.184
C 4.142 2.176 0.857
C 3.797 2.658 2.265
C 2.579 3.577 2.307
H 4.593 -0.513 1.717
H 3.412 -1.816 1.647
H 4.167 -1.241 0.161
H 2.228 0.350 1.928
H 1.827 -0.397 0.400
H 2.170 1.955 0.013
H 3.410 1.041 -0.809
H 4.350 3.046 0.225
H 5.074 1.605 0.897
H 4.659 3.200 2.665
H 3.636 1.805 2.930
H 2.733 4.458 1.680
H 2.392 3.921 3.326
H 1.676 3.069 1.964
C -2.789 6.606 -1.071
C -2.641 6.006 0.325
C -1.421 5.098 0.469
C -1.427 3.860 -0.431
C -2.635 2.940 -0.258
C -2.740 2.339 1.138
H -2.932 5.835 -1.828
H -3.654 7.270 -1.113
H -1.905 7.189 -1.339
H -3.551 5.462 0.588
H -2.552 6.821 1.049
H -1.333 4.788 1.514
H -0.518 5.680 0.252
H -0.515 3.286 -0.235
H -1.366 4.171 -1.478
H -2.553 2.127 -0.982
H -3.560 3.473 -0.500
H -1.843 1.767 1.382
H -3.593 1.663 1.195
H -2.876 3.108 1.902
```

As for the total charge: -1. Its total energy is -2341.679846 Eh. The value obtained for the orbital gap is 6.8 eV. The calculation puts the HOMO energy at -4.207 eV.


Here is a molecular structure, C17H44Br6N6O5P2 at a distorted geometry from OMol25. Energies are from ωB97M-V/def2-TZVPD.

XYZ file:
```
80
C17H44Br6N6O5P2 (ωB97M-V/def2-TZVPD)
C 13.150 -6.005 -20.237
Br 11.526 -6.002 -21.432
Br 13.419 -7.271 -18.708
Br 13.393 -4.189 -19.482
H 13.997 -6.277 -20.866
C 20.513 -11.347 -13.175
Br 20.414 -9.462 -13.724
Br 18.806 -11.912 -12.404
Br 22.057 -11.560 -11.885
H 20.698 -11.995 -14.032
O 9.725 -16.029 -10.925
P 9.656 -16.180 -9.465
N 10.984 -17.140 -8.836
C 11.173 -17.638 -7.425
C 12.229 -17.364 -9.692
N 8.173 -16.850 -9.053
C 7.996 -18.238 -9.596
C 7.029 -16.057 -9.012
N 9.921 -14.798 -8.492
C 10.832 -13.824 -9.072
C 9.538 -14.531 -7.012
H 10.879 -18.668 -7.222
H 10.873 -16.945 -6.638
H 12.217 -17.535 -7.130
H 12.890 -16.497 -9.689
H 12.028 -17.650 -10.725
H 12.799 -18.188 -9.263
H 8.732 -18.945 -9.213
H 7.077 -18.658 -9.187
H 7.978 -18.148 -10.682
H 6.850 -15.556 -8.061
H 6.965 -15.274 -9.767
H 6.060 -16.554 -9.064
H 11.837 -14.011 -8.693
H 10.858 -13.829 -10.161
H 10.450 -12.832 -8.830
H 10.478 -14.259 -6.531
H 8.974 -15.400 -6.673
H 8.832 -13.702 -6.954
O 0.796 -17.019 -19.030
P 1.106 -16.714 -17.586
N 0.856 -18.032 -16.471
C 1.057 -17.837 -15.056
C 0.902 -19.426 -16.958
N 0.264 -15.362 -17.073
C -1.162 -15.429 -17.389
C 0.835 -14.005 -17.191
N 2.785 -16.314 -17.257
C 3.836 -16.911 -18.078
C 3.374 -15.742 -15.954
H 0.778 -16.832 -14.738
H 2.123 -17.999 -14.894
H 0.699 -18.708 -14.506
H 0.276 -20.147 -16.433
H 1.907 -19.843 -17.019
H 0.511 -19.403 -17.976
H -1.717 -16.284 -17.003
H -1.652 -14.457 -17.329
H -1.335 -15.665 -18.438
H 0.084 -13.223 -17.075
H 1.587 -13.823 -16.423
H 1.314 -13.926 -18.166
H 3.626 -16.700 -19.127
H 4.776 -16.372 -17.956
H 3.880 -18.000 -18.081
H 2.560 -15.255 -15.417
H 4.167 -15.008 -16.099
H 3.764 -16.556 -15.342
C 13.564 -14.734 -17.819
O 14.925 -14.956 -17.314
C 15.760 -15.735 -17.940
O 15.612 -16.337 -19.044
O 16.878 -15.799 -17.106
C 18.041 -16.547 -17.632
H 13.498 -14.745 -18.907
H 13.338 -13.708 -17.527
H 12.847 -15.391 -17.328
H 18.606 -16.019 -18.400
H 17.859 -17.496 -18.136
H 18.723 -16.756 -16.808
```

The calculation puts the energy relative to the best compared isomer or geometry (same formula, charge and spin) at 412.84 kJ/mol. Its total energy is -17505.583375 Eh. The value obtained for the orbital gap is 7.4 eV. The calculation puts the HOMO energy at -8.099 eV.


Here is a molecular structure, C17H44CdCl2N3O7 at a distorted geometry from OMol25. Energies are from ωB97M-V/def2-TZVPD.

XYZ file:
```
74
C17H44CdCl2N3O7 (ωB97M-V/def2-TZVPD)
Cd 0.172 -0.283 -4.487
O -0.125 -0.395 -2.612
H -0.110 -0.140 -1.669
C 1.209 -3.225 -1.161
C 2.599 -2.580 -1.049
C 3.750 -3.711 -1.023
O 3.497 -4.663 0.073
C 3.699 -4.132 1.361
N 2.728 -1.496 -2.017
H 0.501 -2.429 -0.929
H 1.037 -4.075 -0.501
H 1.066 -3.556 -2.189
H 2.598 -2.062 -0.090
H 4.756 -3.304 -0.912
H 3.722 -4.395 -1.871
H 3.115 -3.224 1.518
H 4.751 -3.940 1.569
H 3.232 -4.843 2.042
H 1.845 -1.012 -1.943
H 2.799 -1.783 -2.982
C 1.077 0.241 3.986
C 1.407 0.682 2.596
C 2.854 0.450 2.133
O 3.957 0.959 2.973
C 3.919 2.380 3.138
N 0.546 -0.047 1.645
H 1.758 0.379 4.825
H 0.926 -0.838 4.040
H 0.125 0.695 4.262
H 1.185 1.744 2.491
H 2.937 0.853 1.124
H 2.985 -0.631 2.191
H 3.079 2.738 3.734
H 3.856 2.889 2.176
H 4.758 2.650 3.780
H 0.899 0.118 0.713
H -0.332 0.452 1.631
C -2.895 2.832 0.442
C -1.770 2.866 -0.674
C -0.735 3.994 -0.719
O -1.340 5.269 -0.743
C -2.074 5.708 -1.830
N -1.040 1.600 -0.510
H -3.646 2.051 0.326
H -3.445 3.773 0.453
H -2.571 2.675 1.470
H -2.202 2.715 -1.664
H 0.030 3.802 -1.471
H -0.061 3.943 0.135
H -2.852 4.961 -1.985
H -1.520 6.069 -2.696
H -2.635 6.556 -1.439
H -1.597 0.766 -0.389
H -0.552 1.198 -1.298
C -5.366 -0.502 0.902
C -6.081 -1.766 0.545
O -5.441 -2.221 -0.565
C -4.211 -2.849 -0.422
O -3.566 -3.096 0.563
O -3.626 -2.998 -1.676
C -2.268 -3.113 -1.949
H -5.253 0.199 0.074
H -4.355 -0.696 1.258
H -5.844 -0.047 1.770
H -7.119 -1.620 0.248
H -5.999 -2.502 1.345
H -1.748 -2.313 -1.423
H -2.147 -3.167 -3.031
H -1.923 -4.046 -1.504
C 2.653 1.760 -2.473
Cl 1.928 3.048 -3.430
Cl 2.894 2.346 -0.869
H 1.994 0.892 -2.445
H 3.609 1.445 -2.891
```

The multiplicity is 2. Its total energy is -2452.960163 Eh. The value obtained for the orbital gap (alpha / beta) is 9.0 / 6.7 eV. The calculation puts the HOMO energy (alpha / beta) at -8.919 / -9.082 eV.